Entry 1:
ORCA calculation (ωB97M-V with the def2-TZVPD basis set) on a structure of composition C30H46FeO3P2 at a distorted geometry.

HOMO-LUMO gap (spin up / spin down): 6.34 / 4.02 eV
HOMO (spin up / spin down): -9.096 / -9.096 eV
Multiplicity: 6
Relative energy (zero: lowest compared OMol25 entry of this formula, charge and spin): 48.06 kcal per mole
Charge: +1

Element x y z (Å)
1 Fe -0.395 -2.648 -3.169
2 C -1.772 -1.467 0.247
3 C -1.447 -2.482 -0.734
4 C 0.515 -1.656 0.252
5 C -0.569 -0.948 0.794
6 C 0.009 -2.598 -0.704
7 C -3.108 -0.971 0.585
8 H -3.840 -1.301 -0.154
9 H -3.121 0.124 0.540
10 H -3.502 -1.220 1.586
11 C -0.452 0.264 1.648
12 H -1.436 0.713 1.825
13 H 0.188 0.978 1.111
14 H 0.056 0.100 2.608
15 C 1.873 -1.427 0.746
16 H 1.851 -1.500 1.843
17 H 2.241 -0.414 0.526
18 H 2.620 -2.139 0.394
19 C 0.815 -3.698 -1.278
20 H 0.661 -4.584 -0.641
21 H 1.880 -3.423 -1.177
22 H 0.546 -3.959 -2.348
23 C -2.422 -3.523 -1.227
24 H -2.238 -4.497 -0.720
25 H -2.589 -3.696 -2.333
26 H -3.401 -3.207 -0.809
27 C -0.213 3.230 -1.130
28 C -1.036 2.177 -0.867
29 C -1.269 1.034 -1.843
30 C -0.219 1.204 -2.883
31 C 1.203 0.800 -2.496
32 C 2.266 1.600 -2.333
33 C 2.251 3.147 -2.207
34 C 0.848 3.733 -2.169
35 H -2.266 1.010 -2.297
36 H -0.350 2.236 -3.246
37 H -1.172 0.021 -1.457
38 H 0.492 3.678 -3.214
39 H -0.369 3.980 -0.375
40 H -1.377 1.794 0.132
41 H 0.818 4.828 -1.916
42 H 2.710 3.302 -1.269
43 H 3.335 1.203 -2.233
44 H 2.827 3.809 -2.870
45 H -0.747 0.758 -3.822
46 H 1.442 -0.245 -2.076
47 P -0.768 0.905 -5.697
48 C -0.832 2.776 -5.792
49 C -2.030 0.447 -6.957
50 P 0.976 -1.165 -4.310
51 C 0.922 0.283 -5.729
52 C 0.430 -2.543 -5.437
53 C 2.823 -1.148 -4.494
54 H 0.130 3.251 -5.547
55 H -1.572 3.161 -5.058
56 H -1.143 3.211 -6.764
57 H -1.851 0.910 -7.946
58 H -3.016 0.786 -6.575
59 H -2.010 -0.652 -7.047
60 H 3.203 -0.872 -5.497
61 H 3.139 -2.160 -4.230
62 H 3.290 -0.462 -3.777
63 H 1.554 1.153 -5.405
64 H 1.201 0.124 -6.810
65 H 1.010 -3.427 -5.147
66 H 0.545 -2.308 -6.511
67 H -0.654 -2.674 -5.186
68 O 1.347 4.942 2.926
69 C 1.761 3.888 3.522
70 C 1.597 3.697 4.923
71 C 2.042 2.569 5.562
72 C 2.729 1.575 4.853
73 C 2.912 1.695 3.468
74 C 2.435 2.821 2.803
75 C 2.523 2.920 1.327
76 O 2.282 4.128 0.813
77 O 2.772 1.932 0.623
78 H 1.868 4.689 1.603
79 H 1.079 4.488 5.459
80 H 1.899 2.463 6.629
81 H 3.107 0.699 5.348
82 H 3.435 0.957 2.874


Entry 2:
ORCA calculation (ωB97M-V with the def2-TZVPD basis set) on a structure of composition C30H47BO2P2Tb at a distorted geometry.

HOMO-LUMO gap (spin up / spin down): 5.13 / 5.21 eV
HOMO (spin up / spin down): -8.391 / -8.481 eV
Multiplicity: 7
Charge: +1

Element x y z (Å)
1 Tb -1.828 -0.160 -0.606
2 C -1.848 -0.637 2.518
3 C -2.316 -1.815 1.821
4 C -0.124 -2.168 2.441
5 C -0.492 -0.870 2.878
6 C -1.229 -2.753 1.785
7 C -2.706 0.380 3.164
8 H -3.687 0.471 2.677
9 H -2.211 1.361 3.166
10 H -2.888 0.093 4.218
11 C 0.316 -0.068 3.816
12 H -0.286 0.699 4.319
13 H 1.155 0.434 3.314
14 H 0.753 -0.728 4.584
15 C 1.092 -2.890 2.879
16 H 1.312 -2.654 3.934
17 H 1.990 -2.640 2.299
18 H 0.946 -3.979 2.798
19 C -1.275 -4.180 1.405
20 H -1.304 -4.819 2.304
21 H -0.377 -4.457 0.835
22 H -2.156 -4.395 0.794
23 C -3.741 -2.229 1.717
24 H -4.058 -2.836 2.588
25 H -3.907 -2.852 0.822
26 H -4.417 -1.361 1.685
27 C -1.605 3.027 -3.017
28 C -2.855 3.116 -2.521
29 C -4.039 2.348 -2.984
30 C -3.752 0.893 -3.366
31 C -2.615 0.216 -2.641
32 C -1.346 0.176 -3.292
33 C -0.962 1.020 -4.490
34 C -1.292 2.536 -4.397
35 H -4.521 2.825 -3.861
36 H -3.583 0.800 -4.446
37 H -4.785 2.383 -2.173
38 H -2.124 2.761 -5.084
39 H -0.790 3.572 -2.506
40 H -3.129 3.980 -1.905
41 H -0.417 3.094 -4.764
42 H 0.123 0.931 -4.651
43 H -0.724 -0.733 -3.320
44 H -1.415 0.645 -5.424
45 H -4.639 0.288 -3.130
46 H -3.057 -0.761 -2.243
47 P 0.101 1.551 0.066
48 P 2.042 -1.257 -1.299
49 C 0.821 1.492 -1.642
50 C 1.798 0.377 -2.151
51 H 1.360 2.437 -1.759
52 H -0.015 1.587 -2.360
53 H 1.537 0.149 -3.195
54 H 2.821 0.773 -2.129
55 C 3.129 -2.407 -2.161
56 H 2.613 -3.355 -2.372
57 H 3.945 -2.586 -1.445
58 H 3.515 -1.958 -3.086
59 C 0.387 -2.001 -1.196
60 H 0.383 -2.963 -1.740
61 H -0.362 -1.361 -1.708
62 H 0.160 -2.218 -0.151
63 C 0.671 3.184 0.637
64 H -0.118 3.700 1.217
65 H 0.998 3.793 -0.220
66 H 1.530 2.949 1.273
67 C -1.844 2.164 0.006
68 H -2.786 1.668 -0.407
69 H -1.758 3.085 -0.621
70 H -2.100 2.466 1.032
71 O 2.752 0.311 1.064
72 B 2.872 -0.927 0.395
73 O 3.868 -1.737 0.982
74 C 4.446 -0.912 1.926
75 C 5.636 -1.087 2.615
76 C 6.134 -0.017 3.367
77 C 5.447 1.198 3.420
78 C 4.264 1.389 2.667
79 C 3.782 0.304 1.969
80 H 6.127 -2.059 2.540
81 H 7.086 -0.147 3.900
82 H 5.847 2.023 4.022
83 H 3.725 2.328 2.603


Entry 3:
ORCA calculation (ωB97M-V with the def2-TZVPD basis set) on a structure of composition C30H47BrCdN4OP2 at a distorted geometry.

HOMO-LUMO gap (spin up / spin down): 5.18 / 6.02 eV
HOMO (spin up / spin down): -11.441 / -12.163 eV
Relative energy (zero: lowest compared OMol25 entry of this formula, charge and spin): 4.07 kcal per mole
Charge: +2

Element x y z (Å)
1 N -0.031 -7.555 -1.411
2 C 0.737 -7.043 -0.450
3 C 0.389 -5.857 0.197
4 C -0.692 -5.100 -0.314
5 C -1.533 -5.687 -1.276
6 C -1.128 -6.926 -1.812
7 C -0.701 -3.692 0.066
8 Cd -1.873 -2.782 1.628
9 P -2.274 -0.916 3.526
10 C -1.583 -2.724 -0.515
11 C -1.079 -1.379 -0.900
12 C -1.965 -0.278 -0.836
13 C -1.454 1.006 -0.601
14 C -0.080 1.225 -0.796
15 C 0.800 0.149 -0.984
16 C 0.289 -1.144 -1.140
17 Br 0.582 2.979 -0.943
18 H 0.274 -3.401 0.480
19 H -2.394 -3.099 -1.138
20 H 1.057 -5.450 0.953
21 H -2.405 -5.169 -1.683
22 H 1.642 -7.577 -0.166
23 H -1.713 -7.431 -2.589
24 H -3.045 -0.482 -0.813
25 H 0.968 -1.986 -1.269
26 H -2.097 1.836 -0.275
27 H 1.873 0.310 -0.928
28 P -0.510 3.377 -3.259
29 C -1.032 -2.263 3.704
30 C -0.256 -2.081 5.022
31 H -0.226 -2.157 2.946
32 H -1.538 -3.258 3.731
33 H 0.413 -2.956 5.103
34 H 0.381 -1.183 4.985
35 H -0.920 -2.034 5.903
36 C -3.554 -0.574 2.225
37 C -4.278 0.771 2.440
38 H -4.261 -1.429 2.262
39 H -3.038 -0.539 1.246
40 H -5.029 0.913 1.650
41 H -4.795 0.806 3.411
42 H -3.579 1.618 2.373
43 C -1.031 0.373 3.035
44 C -1.174 1.738 3.697
45 H -1.117 0.429 1.937
46 H -0.022 -0.015 3.249
47 H -0.375 2.392 3.321
48 H -2.132 2.224 3.476
49 H -1.052 1.669 4.789
50 C 0.268 4.907 -3.794
51 C 0.625 5.035 -5.278
52 H 1.174 5.016 -3.175
53 H -0.429 5.706 -3.495
54 H 1.597 4.575 -5.496
55 H -0.132 4.599 -5.943
56 H 0.709 6.101 -5.525
57 C -2.296 3.524 -3.038
58 C -3.105 2.291 -3.449
59 H -2.607 4.416 -3.609
60 H -2.447 3.748 -1.968
61 H -3.045 2.106 -4.527
62 H -2.781 1.394 -2.907
63 H -4.155 2.460 -3.191
64 C -0.073 1.913 -4.213
65 C 1.431 1.648 -4.334
66 H -0.557 2.035 -5.199
67 H -0.558 1.049 -3.724
68 H 1.571 0.728 -4.915
69 H 1.966 2.457 -4.846
70 H 1.888 1.485 -3.350
71 C 3.363 0.441 4.366
72 N 3.864 0.696 3.027
73 C 5.095 1.207 2.793
74 C 5.512 1.382 1.501
75 C 4.583 1.051 0.477
76 N 3.343 0.657 0.716
77 C 2.962 0.379 1.987
78 O 1.871 -0.137 2.295
79 N 4.891 1.190 -0.845
80 H 2.511 1.099 4.571
81 H 4.139 0.607 5.115
82 H 3.011 -0.593 4.425
83 H 5.716 1.448 3.662
84 H 6.494 1.744 1.231
85 H 5.858 1.312 -1.107
86 H 4.304 0.675 -1.496


Across the entries above, DFT total energy takes the values -3342.28324 -2853.26461 -4889.33377 Eh, respectively.